Record 1
H4S4 | the ωB97M-V functional and the def2-TZVPD basis

```
8
Properties=species:S:1:pos:R:3:forces:R:3:lowdin_charge:R:1
S 2.7308 0.8839 0.3405 0.15 -0.32 -0.01 0.24
S 1.9707 -0.6183 -0.8798 0.16 0.45 0.07 0.22
H 1.8499 0.7335 1.3318 -0.13 0.09 0.12 -0.22
H 1.4591 0.2638 -1.7474 -0.22 -0.22 -0.17 -0.20
S -2.8738 0.5226 0.4553 -0.04 0.04 -0.30 0.22
S -2.2961 -1.2414 -0.5444 0.04 0.07 0.32 0.22
H -1.8484 0.5588 1.3071 0.00 -0.11 0.21 -0.22
H -0.9921 -1.1030 -0.2633 0.04 -0.01 -0.25 -0.26
```
Positions in Å, forces in eV/Å.

Values from the calculation:
- SMILES = SS.SS
- E_tot (eV) = -43405.3038
- HOMO (eV) = -8.7
- LUMO (hartree) = -0.00011
- frontier orbital gap (eV) = 8.7
- total charge = 0
- ΔE to the lowest compared entry with this formula, charge and spin (kcal per mole) = 6.9
- multiplicity = 1



Record 2
H54HfO27 | the ωB97M-V functional and the def2-TZVPD basis

```
82
Properties=species:S:1:pos:R:3:forces:R:3:lowdin_charge:R:1
Hf 0.0019 -0.1773 0.2112 0.30 0.59 -1.75 2.20
O 2.1670 -1.1741 0.8626 -1.58 0.37 -0.99 -0.12
H 2.8208 -1.3318 0.1815 0.61 0.06 -1.05 0.01
H 2.6105 -1.4047 1.6789 -0.02 0.26 1.42 0.02
O 0.7260 0.4579 2.3948 -0.39 0.28 -1.20 -0.08
H 0.4656 -0.1645 3.0738 -0.54 -1.33 0.68 0.01
H 1.2832 1.0897 2.8493 0.43 0.80 -0.54 0.08
O -3.9939 -1.5852 1.4706 0.17 0.15 0.09 -0.03
H -4.5925 -2.2552 1.1405 -0.24 -0.36 0.08 0.08
H -4.3583 -0.7595 1.1515 -0.30 0.31 -0.06 0.06
O -1.4090 -3.7654 -2.0383 0.19 0.14 0.06 0.00
H -1.9715 -4.4915 -2.3076 -0.33 -0.39 0.02 0.09
H -0.8778 -3.5739 -2.8112 0.26 -0.08 -0.33 0.07
O -1.6059 -0.5080 -3.9309 0.08 -0.08 0.27 0.00
H -2.4865 -0.1712 -4.0963 -0.31 0.27 -0.24 0.08
H -1.6528 -1.4325 -4.1747 0.05 -0.22 -0.26 0.07
O -0.0452 -1.6236 3.8669 0.09 0.24 -0.05 -0.02
H 0.5798 -2.1034 4.4104 0.26 -0.21 0.27 0.08
H -0.9034 -1.8795 4.2051 -0.34 -0.06 0.23 0.08
O -1.7452 -1.4537 -0.8826 1.27 1.19 1.10 -0.10
H -1.5402 -2.3291 -1.2111 0.37 -1.23 -0.32 0.00
H -2.6711 -1.3298 -1.0915 -0.38 0.70 0.09 0.03
O -0.3568 4.5081 -0.7639 0.17 -0.17 -0.02 0.00
H -0.0764 5.1231 -1.4416 -0.02 0.23 -0.45 0.09
H -0.7327 5.0608 -0.0788 -0.20 0.25 0.31 0.08
O 1.7748 -4.2191 -1.4789 -0.11 0.55 0.12 -0.02
H 1.5945 -5.0979 -1.8128 -0.21 -0.37 -0.18 0.08
H 2.6843 -4.2567 -1.1829 0.37 -0.12 0.12 0.07
O -0.1513 -2.4302 1.0950 0.66 1.64 -0.90 -0.09
H 0.4647 -3.1539 1.2095 0.63 0.02 -0.15 0.10
H -0.9540 -2.7283 1.5229 -1.13 -0.57 0.18 0.00
O 3.1178 -1.3364 3.2732 -0.18 -0.14 0.06 0.00
H 3.2228 -2.1573 3.7541 0.38 -0.41 0.20 0.09
H 2.9742 -0.6772 3.9522 0.20 0.29 0.21 0.07
O 4.2710 -1.3366 -0.8466 -0.32 -0.10 0.00 -0.01
H 5.0002 -0.7184 -0.7982 0.33 0.20 0.14 0.08
H 4.5370 -1.9697 -1.5135 0.22 -0.28 -0.12 0.07
O -0.0663 2.1807 0.3742 -0.20 -2.37 0.51 -0.11
H 0.0921 2.6208 1.2093 0.16 0.36 1.23 0.01
H -0.2154 2.8928 -0.2479 -0.28 0.62 -1.11 0.02
O 0.9795 -1.6020 -1.4795 -0.96 0.89 0.83 -0.08
H 1.1239 -2.5480 -1.5039 0.10 -1.36 0.52 0.02
H 1.3941 -1.2753 -2.2781 0.26 1.18 -0.40 0.04
O 2.0677 1.0455 -0.5750 -1.01 -1.67 0.12 -0.10
H 2.2821 1.7381 -1.2000 -0.47 0.59 -0.81 0.03
H 2.7712 1.0811 0.0733 0.53 -0.06 0.77 0.00
O -1.8510 1.8904 3.4982 0.41 -0.26 -0.08 -0.01
H -1.6370 1.6766 4.4064 -0.09 -0.15 0.57 0.09
H -2.5158 2.5759 3.5633 -0.50 0.28 -0.11 0.09
O -4.2667 -0.4706 -1.4583 -0.04 -0.12 0.08 -0.02
H -4.8069 -1.2584 -1.5209 -0.37 -0.36 -0.20 0.10
H -4.8928 0.2528 -1.4898 -0.45 0.32 -0.29 0.10
O 3.5546 1.9333 1.3323 -0.08 -0.10 0.25 -0.01
H 3.3001 2.8560 1.3384 -0.06 0.38 0.01 0.07
H 4.3286 1.8942 1.8941 0.47 -0.12 0.18 0.09
O -3.2390 3.4829 0.2647 0.36 -0.42 0.07 -0.02
H -4.0695 3.0153 0.3527 -0.50 0.14 0.24 0.06
H -3.4605 4.2756 -0.2239 -0.10 0.40 -0.25 0.08
O -2.2518 1.0153 -0.4236 0.32 -0.57 0.27 -0.10
H -2.4941 1.9374 -0.3385 0.31 1.12 0.27 0.02
H -3.0191 0.6010 -0.8182 0.05 -0.50 -0.19 0.01
O 2.5673 3.3143 -2.2446 0.04 -0.34 0.64 0.00
H 3.4915 3.3483 -1.9975 0.61 0.26 -0.24 0.09
H 2.1467 3.9727 -1.6917 -0.21 0.45 0.09 0.07
O -2.2466 -3.7861 1.8675 -0.02 0.23 0.14 -0.01
H -2.5840 -4.6326 1.5745 0.12 -0.49 -0.10 0.09
H -2.9573 -3.4114 2.3878 -0.26 0.06 0.28 0.05
O -1.7124 -0.2761 1.8170 1.52 -0.24 -0.54 -0.10
H -2.4662 -0.8369 2.0000 -0.69 -0.93 -0.66 0.04
H -1.7409 0.3946 2.4993 0.11 1.28 0.55 0.03
O 2.6811 -0.3849 -3.4568 -0.42 -0.24 0.19 -0.03
H 3.0012 -1.2829 -3.5432 0.33 -0.27 -0.45 0.06
H 3.4442 0.1612 -3.6455 0.41 0.14 -0.02 0.08
O 1.2288 1.9722 -4.1206 -0.81 -0.06 0.15 -0.02
H 1.7424 2.5664 -3.5735 0.33 0.45 -0.14 -0.01
H 1.8145 1.2341 -4.2888 -0.13 -0.35 -0.29 0.02
O 0.4302 3.3552 2.7533 0.45 -0.05 -0.16 -0.02
H 0.8522 4.1978 2.9212 0.27 0.42 0.01 0.09
H -0.1430 3.2192 3.5077 -0.46 -0.16 0.10 0.05
O -0.2178 0.7533 -2.0701 0.34 -0.68 2.54 -0.10
H -0.7541 0.2235 -2.6600 -0.79 -0.74 -0.77 0.00
H 0.1424 1.4430 -2.6277 0.98 0.64 -0.78 0.05
```
Positions in Å, forces in eV/Å.

Values from the calculation:
- E_tot (eV) = -57438.0323
- HOMO (eV) = -20.1
- LUMO (hartree) = -0.36139
- frontier orbital gap (eV) = 10.2
- total charge = +4
- ΔE to the lowest compared entry with this formula, charge and spin (kcal per mole) = 77.4
- multiplicity = 1



Record 3
H56O28 | the ωB97M-V functional and the def2-TZVPD basis

```
84
Properties=species:S:1:pos:R:3:forces:R:3:lowdin_charge:R:1
O -0.4796 1.3667 -4.3665 -0.34 -1.35 -0.19 -0.05
H -1.2798 1.7891 -4.0360 0.04 0.56 0.06 0.02
H 0.2802 1.9435 -4.3134 0.15 0.72 0.24 0.00
O 0.4064 -3.3338 1.9364 0.06 1.39 -0.20 -0.08
H -0.1992 -2.6996 1.4689 0.79 -0.65 0.40 0.04
H 1.1863 -2.7458 2.1052 -0.82 -0.71 -0.10 0.06
O -2.6445 -0.1422 -2.1380 -0.33 -0.03 0.16 -0.02
H -2.1721 0.4985 -1.6000 0.67 0.31 0.01 0.01
H -3.3976 -0.3549 -1.5731 -0.16 -0.22 -0.09 0.06
O -1.8751 -4.9292 3.2320 -0.39 0.30 -0.07 -0.05
H -1.4017 -5.1660 4.0410 0.25 0.05 -0.42 0.04
H -1.2612 -4.5916 2.5621 0.29 -0.32 0.55 0.01
O 1.3132 -4.5004 4.5491 -0.82 0.21 -0.87 -0.05
H 2.1487 -4.6918 4.1293 0.66 -0.16 -0.04 0.05
H 0.7621 -4.2464 3.7737 0.33 0.01 0.63 0.02
O 3.2853 0.0184 1.1022 0.83 0.15 -1.26 -0.06
H 2.8319 -0.3862 1.8185 -0.78 -0.49 1.06 -0.01
H 3.5061 0.9343 1.3774 -0.27 -0.28 -0.08 -0.01
O -2.8251 -3.4447 -1.2654 -0.07 -0.94 -0.07 -0.09
H -3.0410 -3.1785 -2.2013 0.69 -0.65 0.61 0.04
H -2.5730 -4.4003 -1.2380 -0.53 1.23 -0.42 0.10
O -2.5828 -2.4548 -3.7790 -0.31 -2.45 -1.97 -0.02
H -1.9605 -2.6164 -4.5152 -0.61 -0.20 0.51 0.09
H -2.2638 -1.6784 -3.4097 0.78 2.86 1.39 -0.04
O 2.3965 -2.8342 -0.4275 -0.78 0.55 -0.19 -0.07
H 1.4070 -2.8418 -0.4084 0.80 0.15 0.14 0.03
H 2.6194 -1.8806 -0.4487 -0.07 -0.56 0.08 0.05
O 0.7882 -0.7086 -2.7882 0.13 -0.79 0.40 -0.05
H 0.1742 -0.1689 -3.2826 -0.51 0.88 -0.66 0.00
H 1.0143 -1.4490 -3.3750 0.16 -0.01 0.29 0.03
O -4.0293 -1.7296 0.6159 0.19 0.57 -0.15 -0.03
H -4.5920 -2.1982 1.2169 -0.60 -0.01 0.84 0.05
H -3.7955 -2.4271 0.0058 0.55 -0.46 -0.77 -0.01
O 0.7987 4.1199 0.5909 0.44 0.43 0.15 -0.05
H -0.0671 4.1537 1.0016 -0.57 -0.10 0.24 0.01
H 1.0633 5.0606 0.6437 0.18 -0.29 -0.24 0.03
O 0.1606 -3.5266 6.8393 0.64 -0.32 0.27 -0.10
H 0.7880 -3.6908 6.0896 -0.48 -0.12 0.83 0.00
H 0.5267 -3.9710 7.6381 -0.34 0.49 -1.11 0.05
O -1.9802 0.3656 1.2079 -0.16 1.38 -0.02 -0.03
H -2.6294 -0.2693 0.9184 -0.49 -0.74 -0.02 -0.01
H -1.1671 -0.1088 1.3258 0.63 -0.58 0.04 0.01
O -0.5983 -1.9318 -0.2928 -0.50 -0.25 -1.00 -0.10
H -0.6420 -1.4064 -1.1495 0.06 -0.99 1.31 0.06
H -1.2731 -2.6629 -0.3717 0.60 1.25 -0.54 0.05
O -2.0874 5.0606 1.2516 0.03 -0.24 -1.46 -0.06
H -2.6393 5.6525 1.7322 -0.54 0.62 1.00 0.02
H -2.3963 5.2107 0.3212 0.68 -0.50 0.59 0.03
O 1.7718 6.7491 -0.1418 -0.25 -1.49 -1.16 -0.07
H 1.5559 6.4525 -1.0763 0.28 0.91 1.27 0.04
H 1.7334 7.6967 -0.0823 -0.13 0.48 -0.29 0.04
O 1.8657 1.3373 -1.1462 -0.48 -0.32 -0.36 -0.06
H 1.3860 0.5480 -1.4679 0.13 0.29 -0.25 0.02
H 2.5251 0.9346 -0.5710 0.34 0.11 0.47 0.02
O -0.8829 2.0748 -0.8787 -2.10 -0.03 -0.34 -0.04
H 0.0049 2.2160 -0.6111 1.84 0.11 0.39 0.00
H -1.3509 1.7604 -0.0853 0.09 -0.16 0.19 0.04
O -3.0575 2.9312 -3.2920 -0.06 0.33 -1.96 -0.02
H -3.1957 2.2070 -2.7193 -0.22 -1.10 1.09 -0.01
H -2.6940 3.6558 -2.7965 0.39 0.63 0.74 -0.01
O 0.8995 5.6640 -2.9046 0.22 0.33 1.08 -0.05
H 0.5161 5.7854 -3.7677 -0.09 -0.16 -0.42 0.05
H 1.2802 4.7730 -2.8627 -0.16 -0.16 -0.49 0.02
O 3.3711 2.5738 1.3707 1.55 -0.21 0.30 -0.02
H 3.8795 3.0783 2.0192 -0.49 0.10 -0.24 0.08
H 2.4937 2.9173 1.2793 -1.10 0.82 -0.05 0.02
O 1.6712 -3.4421 -3.5202 1.97 -1.10 0.07 -0.10
H 2.3941 -3.9245 -4.0297 -1.51 1.00 0.76 0.08
H 2.0269 -3.5017 -2.5976 -0.47 0.27 -0.69 0.03
O -1.7939 4.7284 -1.4513 0.45 -0.90 0.56 -0.10
H -1.3918 3.8680 -1.0739 -0.29 1.55 -0.88 0.05
H -1.0886 5.3910 -1.5814 -0.07 -0.80 0.02 0.05
O 3.9656 -4.4292 1.6009 0.38 -0.56 0.73 -0.05
H 3.4545 -3.8145 1.0890 -0.54 0.57 -0.73 -0.03
H 4.6645 -4.7243 1.0137 0.03 0.00 -0.03 0.03
O -1.2238 -1.9931 4.4048 -0.20 -0.13 -1.16 -0.03
H -1.5292 -2.7056 3.8271 -0.11 0.25 -0.67 0.02
H -1.2714 -2.4932 5.2002 0.35 -0.16 1.93 0.02
O 1.7589 2.9871 -3.5542 -0.11 -0.68 1.31 -0.06
H 2.6607 2.9518 -3.8705 0.33 0.06 -0.29 0.06
H 1.8060 2.4236 -2.7246 -0.07 0.53 -0.69 0.05
O 0.9774 -0.6164 3.2225 0.09 -1.07 -0.74 -0.04
H 0.2550 -1.1064 3.6503 -0.11 -0.11 0.22 0.00
H 0.9587 0.2381 3.6144 -0.01 1.08 0.48 0.03
```
Positions in Å, forces in eV/Å.

Values from the calculation:
- E_tot (eV) = -58244.0893
- HOMO (eV) = -11.0
- LUMO (hartree) = 0.00089
- frontier orbital gap (eV) = 11.0
- total charge = 0
- ΔE to the lowest compared entry with this formula, charge and spin (kcal per mole) = 10.4
- multiplicity = 1



Record 4
H5N2O3PS | the ωB97M-V functional and the def2-TZVPD basis

```
12
Properties=species:S:1:pos:R:3:forces:R:3:lowdin_charge:R:1
N 1.7525 -0.3674 -1.0477 -1.55 1.15 -1.56 -0.03
N 0.6003 -0.9568 -1.2464 1.69 -1.03 2.69 0.01
O -1.9442 1.3571 1.0440 -1.33 -4.97 -2.34 -0.11
O -1.3716 -1.0231 1.3629 -1.67 2.42 -0.04 -0.14
O -0.8511 0.1649 -0.8625 0.15 0.35 -0.17 -0.32
P -0.8087 0.3050 0.6606 0.65 1.05 1.00 0.13
S 0.9617 0.8641 1.5270 -1.17 -0.34 -0.61 0.28
H 1.9984 0.2162 -1.8719 0.36 -0.14 0.89 0.12
H 1.8093 0.1575 -0.0362 -0.20 -1.13 -1.13 -0.06
H 0.3777 -1.1428 -2.2111 -0.14 0.64 -0.57 0.10
H -1.7545 2.1373 1.4247 1.52 4.08 2.08 0.01
H -0.7698 -1.7120 1.2566 1.69 -2.08 -0.24 0.03
```
Positions in Å, forces in eV/Å.

Values from the calculation:
- E_tot (eV) = -29327.6912
- HOMO (eV) = -9.0
- LUMO (hartree) = -0.01036
- frontier orbital gap (eV) = 8.7
- total charge = 0
- ΔE to the lowest compared entry with this formula, charge and spin (kcal per mole) = 13.8
- multiplicity = 1